# 1
# C4H7N3

A structure of composition C4H7N3 in a non-equilibrium geometry (wB97M-V/def2-TZVPD, the OMol25 dataset).

Properties
- E_LUMO: 0.548 eV
- Charge: 0
- Highest occupied orbital energy: -8.61 eV
- M: 97.1 g/mol
- Frontier orbital gap: 9.15 eV
- Energy above the lowest of the compared OMol25 structures with the same formula, charge and spin: 62.32 kcal per mole
- DFT total energy: -8728.97687 eV

```
14
C4H7N3, DFT wB97M-V/def2-TZVPD
C 2.2368 0.2251 -0.5340
C 0.7473 0.0390 -0.6588
N 0.2130 -0.1049 0.6706
C -1.0166 -0.3388 1.0035
N -2.0002 -0.5488 0.0635
C -2.9767 -0.7822 0.9624
N -3.8312 -0.9844 1.7150
H 2.6807 -0.6450 -0.0380
H 2.4424 1.1166 0.0688
H 2.6814 0.3428 -1.5186
H 0.5004 -0.8610 -1.2346
H 0.2600 0.8969 -1.1389
H 0.7817 0.1105 1.4785
H -2.1991 -0.6628 -0.9416
```

# 2
# C11H11NOS2

An isolated molecule of C11H11NOS2 in a non-equilibrium geometry (wB97M-V/def2-TZVPD, the OMol25 dataset).

Properties
- E_LUMO: 0.477 eV
- Charge: 0
- Highest occupied orbital energy: -8.41 eV
- M: 237.3 g/mol
- Structure (SMILES): Cc1ccc2c(c1)[C@H]1SCCN1C(=S)O2
- Frontier orbital gap: 8.88 eV
- Energy above the lowest of the compared OMol25 structures with the same formula, charge and spin: 17.14 kcal per mole
- DFT total energy: -36793.17416 eV

```
26
C11H11NOS2, DFT wB97M-V/def2-TZVPD
C 3.3261 -1.3797 -1.8633
C 2.3561 -1.0000 -0.7917
C 2.5789 -1.4514 0.4943
C 1.7919 -0.9918 1.5242
C 0.6841 -0.1745 1.3008
C 0.3814 0.2082 -0.0187
C 1.2123 -0.1908 -1.0562
C -0.7330 1.1629 -0.2477
S -1.7606 0.9370 -1.7700
C -3.2809 0.5628 -0.8761
C -3.1582 1.2056 0.5129
N -1.7267 1.0807 0.8526
C -1.2622 0.8978 2.1401
S -2.3029 1.2230 3.4277
O -0.0582 0.2494 2.3569
H 2.7817 -1.9582 -2.6465
H 3.7811 -0.4807 -2.2811
H 4.1021 -2.0507 -1.4620
H 3.4069 -2.1330 0.6714
H 1.9994 -1.2907 2.5592
H 0.9993 0.1234 -2.1060
H -0.2591 2.1608 -0.2797
H -4.1510 0.9344 -1.3645
H -3.4278 -0.4949 -0.7661
H -3.4596 2.2376 0.5267
H -3.8209 0.6127 1.1628
```

# 3
# C9H20BBr6O2

A structure of composition C9H20BBr6O2 in a non-equilibrium geometry (wB97M-V/def2-TZVPD, the OMol25 dataset).

Properties
- E_LUMO: 1.974 eV
- Charge: -1
- Highest occupied orbital energy: -4.82 eV
- M: 650.5 g/mol
- Frontier orbital gap: 6.80 eV
- Energy above the lowest of the compared OMol25 structures with the same formula, charge and spin: 11.22 kcal per mole
- DFT total energy: -434682.67031 eV

```
38
C9H20BBr6O2, DFT wB97M-V/def2-TZVPD
B 2.5440 -2.6147 -0.3684
C 0.9686 -3.1218 -0.2128
O 0.1114 -1.9183 0.0559
C -0.8714 -1.8661 -0.8534
C -2.2190 -2.4841 -0.3701
O -0.7032 -1.3864 -1.9506
H 3.0228 -2.5431 0.7573
H 2.5075 -1.5313 -0.9183
H 3.1509 -3.4596 -1.0177
H 0.6539 -3.6340 -1.1273
H 0.8730 -3.7462 0.6814
H -2.0321 -3.0029 0.5711
H -2.9447 -1.6988 -0.2182
H -2.5514 -3.2385 -1.0863
Br -2.6893 1.7345 2.7065
C -1.2703 2.3237 1.5029
C -1.6927 2.2192 0.0620
Br -1.6430 0.3636 -0.5753
H -0.3937 1.7244 1.7322
H -1.0810 3.3588 1.7769
H -0.9923 2.7535 -0.5770
H -2.6980 2.5956 -0.1104
Br -2.8697 6.8648 2.2658
C -3.3215 5.7733 3.8133
C -2.2113 5.7681 4.8300
Br -0.7503 4.6203 4.2668
H -3.5580 4.7803 3.4416
H -4.2182 6.2277 4.2300
H -2.5613 5.3478 5.7707
H -1.7918 6.7528 5.0093
Br 5.3802 -1.8140 -3.6326
C 4.5707 -3.5582 -3.9318
C 3.3083 -3.4494 -4.7461
Br 1.8394 -2.7956 -3.6636
H 4.4041 -4.0008 -2.9531
H 5.3253 -4.1315 -4.4690
H 2.9957 -4.4323 -5.0958
H 3.4085 -2.7804 -5.5956
```

# 4
# C34H35FN2O4S2

A cluster of 2 separate species, C34H35FN2O4S2 in total in a non-equilibrium geometry (wB97M-V/def2-TZVPD, the OMol25 dataset).

Properties
- E_LUMO: -1.171 eV
- Charge: 0
- Highest occupied orbital energy: -6.68 eV
- M: 618.8 g/mol
- Frontier orbital gap: 5.51 eV
- Energy above the lowest of the compared OMol25 structures with the same formula, charge and spin: 0.00 kcal per mole
- DFT total energy: -71378.96475 eV

```
78
C34H35FN2O4S2, DFT wB97M-V/def2-TZVPD
F 0.7422 -4.5049 3.1779
C 0.0820 -3.6257 2.4121
S -0.5837 -2.1695 3.3348
C 0.3839 -0.7920 3.9555
C 0.4523 0.4144 3.2506
C 1.1037 1.5073 3.8150
C 1.7226 1.3858 5.0643
C 1.6897 0.1634 5.7396
C 0.9918 -0.9192 5.2026
O -1.2710 -1.4665 2.2550
O -1.3040 -2.7764 4.4428
S 1.1376 -2.8940 1.0476
C 2.7883 -3.5337 0.6332
C 3.8780 -3.1013 1.4040
C 5.1815 -3.2183 0.9094
C 5.4030 -3.7460 -0.3678
C 4.3160 -4.1721 -1.1393
C 3.0106 -4.0629 -0.6452
O 0.3053 -2.9543 -0.1360
O 1.5565 -1.6038 1.5967
H -0.0213 0.4922 2.2707
H 1.1191 2.4493 3.2615
H 2.2331 2.2387 5.5028
H 2.1892 0.0380 6.7004
H 0.9018 -1.8758 5.7244
H 3.7111 -2.6534 2.3852
H 6.0196 -2.8843 1.5264
H 6.4229 -3.8087 -0.7656
H 4.4801 -4.5819 -2.1386
H 2.1627 -4.3723 -1.2553
C -5.5027 -8.9882 6.3285
N -4.1007 -8.7067 6.0863
C -3.2326 -9.8447 6.3017
C -1.7619 -9.4628 6.3612
C -1.3701 -8.5460 5.1979
C -2.3696 -7.4700 4.9278
C -3.6664 -7.5472 5.5247
C -4.5026 -6.4025 5.4607
C -4.1777 -5.3676 4.6271
C -3.0228 -5.4006 3.7753
C -2.8653 -4.4527 2.7356
C -4.0042 -3.7485 2.2241
C -3.8872 -2.4326 1.7234
C -4.9399 -1.5422 1.7413
C -6.2696 -2.0326 1.8880
N -7.3296 -1.1812 1.8157
C -8.6933 -1.6682 1.8669
C -7.1665 0.2052 1.4338
C -5.8578 0.8086 1.9281
C -4.6630 -0.0853 1.5918
C -6.4415 -3.4303 2.0566
C -5.3529 -4.2535 2.2406
C -2.0918 -6.4449 4.0425
H -6.1436 -8.1826 5.9732
H -5.8023 -9.9164 5.8199
H -5.6784 -9.1298 7.4045
H -3.5530 -10.3210 7.2381
H -3.3915 -10.5845 5.4950
H -1.5571 -8.9683 7.3192
H -1.1672 -10.3795 6.3259
H -0.4010 -8.0857 5.4297
H -1.2269 -9.1527 4.2879
H -5.4182 -6.3607 6.0592
H -4.8515 -4.5135 4.5710
H -1.8971 -4.3429 2.2351
H -2.9107 -2.0794 1.4042
H -8.9357 -2.0980 2.8500
H -9.3749 -0.8286 1.6840
H -8.8792 -2.4414 1.1077
H -7.2080 0.3040 0.3290
H -8.0182 0.7550 1.8512
H -5.7177 1.7968 1.4762
H -5.9152 0.9504 3.0136
H -3.8222 0.1850 2.2455
H -4.3306 0.0975 0.5582
H -7.4493 -3.8528 2.0383
H -5.5332 -5.3114 2.4391
H -1.1478 -6.4593 3.4943
```

# 5
# C47H52ClN2O

A cluster of 7 separate species, C47H52ClN2O in total in a non-equilibrium geometry (wB97M-V/def2-TZVPD, the OMol25 dataset).

Properties
- E_LUMO: -3.109 eV
- Charge: +1
- Highest occupied orbital energy: -10.79 eV
- M: 696.4 g/mol
- Frontier orbital gap: 7.68 eV
- DFT total energy: -67122.25584 eV

```
103
C47H52ClN2O, DFT wB97M-V/def2-TZVPD
C 0.0770 2.8321 2.2207
C -0.2381 2.8261 1.0343
C -0.5292 2.6933 -0.5145
N 0.2009 1.4692 -0.9726
C 1.3748 1.3618 -1.7100
N 1.6057 -0.0163 -1.8135
C 0.5896 -0.7300 -1.1245
C 0.6472 -2.2969 -1.0708
C 1.6838 -2.7669 0.0578
O 1.8899 -4.1909 0.0295
C -0.3884 0.2358 -0.5495
C -1.6860 -0.0788 0.2764
C -1.3278 -0.8605 1.6368
C -1.9243 -2.3567 1.6436
Cl -0.9118 -3.4825 2.6856
H 0.5529 2.4949 3.1862
H -0.1739 3.6236 -1.0499
H -1.6412 2.6086 -0.7268
H 1.9551 2.2459 -2.0909
H 2.3970 -0.4665 -2.2836
H 1.1072 -2.6364 -2.0599
H -0.3511 -2.8070 -0.9549
H 2.6891 -2.2678 -0.1594
H 1.3628 -2.4853 1.1061
H 2.7468 -4.3800 0.4725
H -2.3544 -0.7089 -0.3997
H -2.2930 0.8564 0.5057
H -0.2015 -0.8464 1.7272
H -1.8273 -0.2875 2.4867
H -2.9867 -2.2572 2.0400
H -1.9219 -2.8118 0.6042
C 2.2676 6.9322 -4.6876
C 2.0982 5.5686 -4.4770
C 1.0186 5.1095 -3.7315
C 0.1020 6.0137 -3.2043
C 0.2698 7.3763 -3.4181
C 1.3547 7.8364 -4.1559
H 3.1113 7.2909 -5.2661
H 2.8090 4.8633 -4.8939
H 0.8895 4.0448 -3.5617
H -0.7437 5.6553 -2.6265
H -0.4452 8.0811 -3.0084
H 1.4881 8.8999 -4.3177
C -5.1257 -1.6639 4.0029
C -5.0958 -0.4710 3.2883
C -6.2822 0.1148 2.8611
C -7.4997 -0.4876 3.1571
C -7.5297 -1.6784 3.8747
C -6.3429 -2.2688 4.2939
H -4.1993 -2.1229 4.3335
H -4.1453 0.0030 3.0635
H -6.2584 1.0416 2.2985
H -8.4253 -0.0287 2.8284
H -8.4796 -2.1470 4.1068
H -6.3665 -3.1999 4.8488
C 2.5812 -7.3348 -1.9644
C 2.7840 -8.4042 -2.8295
C 1.8309 -9.4117 -2.9256
C 0.6697 -9.3448 -2.1634
C 0.4653 -8.2735 -1.3010
C 1.4226 -7.2703 -1.1979
H 3.3267 -6.5504 -1.8871
H 3.6866 -8.4530 -3.4290
H 1.9923 -10.2489 -3.5953
H -0.0758 -10.1282 -2.2419
H -0.4413 -8.2209 -0.7078
H 1.2656 -6.4374 -0.5211
C -3.3613 -3.7134 8.6170
C -3.9273 -4.2508 7.4663
C -3.2181 -4.2359 6.2706
C -1.9402 -3.6921 6.2271
C -1.3723 -3.1575 7.3780
C -2.0841 -3.1643 8.5724
H -3.9153 -3.7221 9.5490
H -4.9223 -4.6809 7.5015
H -3.6616 -4.6490 5.3708
H -1.3896 -3.6861 5.2937
H -0.3740 -2.7345 7.3440
H -1.6437 -2.7428 9.4689
C 5.7663 -3.0735 -5.7778
C 4.8216 -3.2801 -4.7797
C 3.8574 -2.3121 -4.5248
C 3.8316 -1.1408 -5.2749
C 4.7743 -0.9362 -6.2755
C 5.7442 -1.9001 -6.5244
H 6.5205 -3.8268 -5.9747
H 4.8373 -4.1961 -4.1995
H 3.1233 -2.4714 -3.7404
H 3.0753 -0.3870 -5.0793
H 4.7534 -0.0240 -6.8616
H 6.4826 -1.7381 -7.3011
C 2.2855 11.0700 0.2720
C 2.4995 9.9908 -0.5779
C 1.5571 8.9720 -0.6598
C 0.3952 9.0374 0.1017
C 0.1795 10.1185 0.9489
C 1.1262 11.1327 1.0375
H 3.0222 11.8628 0.3382
H 3.4026 9.9433 -1.1768
H 1.7273 8.1276 -1.3173
H -0.3426 8.2448 0.0344
H -0.7274 10.1702 1.5415
H 0.9603 11.9728 1.7021
```

The highest highest occupied orbital energy belongs to which entry?
C9H20BBr6O2